Computed, not measured: a 4-piece molecular cluster, C74H65BrF6O12Si overall, with ωB97M-V with the def2-TZVPD basis set.

```
! RIJCOSX wB97M-V def2-TZVPD def2/J DEFGRID3
* xyz 0 1
C 2.141 -3.448 2.250
C 2.922 -2.248 1.796
O 2.704 -1.132 2.189
O 3.906 -2.553 0.929
C 4.196 -1.544 -0.065
C 3.168 -1.565 -1.190
C 1.931 -0.664 -0.965
C 0.608 -1.433 -0.853
C -0.634 -0.638 -1.299
C -1.428 -0.053 -0.108
C -2.770 0.483 -0.544
C -3.898 -0.352 -0.489
C -3.803 -1.702 0.201
C -3.123 -2.809 -0.606
F -3.228 -2.579 -1.979
C -5.134 0.060 -1.014
C -6.358 -0.840 -1.039
C -6.218 -2.154 -1.801
O -7.528 -2.672 -2.061
Si -8.104 -3.959 -1.184
C -7.487 -3.969 0.597
C -7.634 -5.602 -1.959
C -9.969 -3.826 -1.176
C -5.209 1.351 -1.546
C -4.086 2.198 -1.597
C -2.861 1.789 -1.061
C -1.648 2.696 -0.997
C -1.402 3.223 0.433
C -2.126 4.536 0.760
C -2.544 4.601 2.213
F -2.969 5.861 2.508
F -1.502 4.329 3.048
C -3.715 3.633 2.600
F -4.521 4.181 3.515
F -3.234 2.486 3.105
F -4.459 3.322 1.527
C -4.264 3.527 -2.277
O -3.655 4.527 -1.982
C -5.251 3.559 -3.412
C -4.967 4.476 -4.577
C -5.331 5.926 -4.318
O -4.596 6.748 -3.905
Br -7.167 6.388 -4.757
C -6.313 2.757 -3.319
C -6.474 1.918 -2.104
O -7.570 1.747 -1.625
H 1.908 -4.115 1.422
H 1.249 -3.108 2.772
H 2.748 -4.015 2.964
H 5.191 -1.789 -0.439
H 4.260 -0.562 0.406
H 3.690 -1.270 -2.104
H 2.872 -2.608 -1.337
H 1.861 0.041 -1.798
H 2.110 -0.067 -0.068
H 0.469 -1.789 0.174
H 0.687 -2.322 -1.488
H -0.297 0.182 -1.940
H -1.292 -1.252 -1.914
H -1.533 -0.845 0.633
H -0.814 0.720 0.353
H -3.263 -1.584 1.144
H -4.811 -2.004 0.486
H -3.597 -3.774 -0.408
H -2.059 -2.888 -0.376
H -7.160 -0.321 -1.556
H -6.716 -0.985 -0.015
H -5.750 -1.954 -2.768
H -5.622 -2.910 -1.287
H -8.330 -4.154 1.267
H -6.748 -4.761 0.745
H -7.024 -3.036 0.926
H -6.601 -5.597 -2.314
H -7.751 -6.390 -1.213
H -8.288 -5.805 -2.809
H -10.333 -4.452 -0.354
H -10.423 -4.187 -2.100
H -10.300 -2.807 -0.972
H -0.777 2.113 -1.299
H -1.736 3.519 -1.701
H -1.753 2.456 1.130
H -0.332 3.318 0.626
H -3.019 4.661 0.155
H -1.469 5.397 0.622
H -5.481 4.083 -5.454
H -3.891 4.488 -4.769
H -7.083 2.679 -4.081
O 8.018 -4.239 5.615
C 8.630 -3.529 4.846
C 7.928 -2.548 3.972
C 6.547 -2.428 4.065
C 5.876 -1.502 3.284
C 6.588 -0.679 2.417
C 7.963 -0.798 2.313
C 8.638 -1.737 3.084
C 10.114 -1.854 2.947
O 10.732 -1.176 2.154
C 10.823 -2.816 3.842
C 12.207 -2.911 3.769
C 12.886 -3.767 4.619
C 12.186 -4.534 5.544
C 10.805 -4.454 5.610
C 10.118 -3.599 4.758
H 6.010 -3.065 4.754
H 4.805 -1.400 3.370
H 6.066 0.060 1.824
H 8.526 -0.165 1.640
H 12.739 -2.304 3.049
H 13.965 -3.836 4.564
H 12.719 -5.198 6.211
H 10.248 -5.049 6.321
O -7.117 1.754 -6.795
C -7.347 0.817 -7.533
C -7.702 -0.516 -6.969
C -7.781 -0.666 -5.589
C -8.116 -1.892 -5.040
C -8.381 -2.974 -5.874
C -8.297 -2.834 -7.250
C -7.951 -1.608 -7.803
C -7.835 -1.485 -9.284
O -8.003 -2.442 -10.008
C -7.498 -0.144 -9.846
C -7.411 0.005 -11.225
C -7.121 1.245 -11.769
C -6.915 2.342 -10.939
C -6.991 2.198 -9.565
C -7.279 0.955 -9.013
H -7.576 0.184 -4.953
H -8.168 -2.007 -3.964
H -8.650 -3.931 -5.446
H -8.492 -3.672 -7.906
H -7.577 -0.854 -11.859
H -7.056 1.360 -12.843
H -6.696 3.311 -11.368
H -6.833 3.043 -8.909
O 9.832 3.594 4.203
C 9.659 3.448 5.394
C 9.124 4.557 6.236
C 8.801 5.766 5.631
C 8.279 6.800 6.389
C 8.075 6.631 7.754
C 8.405 5.433 8.364
C 8.933 4.393 7.609
C 9.294 3.117 8.289
O 9.172 2.991 9.489
C 9.807 2.000 7.445
C 10.114 0.787 8.049
C 10.568 -0.271 7.280
C 10.719 -0.121 5.906
C 10.423 1.088 5.299
C 9.967 2.154 6.066
H 8.961 5.882 4.568
H 8.026 7.740 5.916
H 7.659 7.438 8.343
H 8.256 5.290 9.425
H 9.989 0.684 9.118
H 10.801 -1.219 7.749
H 11.070 -0.949 5.308
H 10.538 1.214 4.230
*
```

Computed properties:
Orbital gap: 0.3057 Eh
LUMO energy: -1.11 eV
SMILES: CC(=O)OCCCCCCc1c(CCF)c(CCO[Si](C)(C)C)c2c(c1CCCC(F)(F)C(F)(F)F)C(=O)C(CC(=O)Br)=CC2=O.O=C1c2ccccc2C(=O)c2ccccc21.O=C1c2ccccc2C(=O)c2ccccc21.O=C1c2ccccc2C(=O)c2ccccc21